Entry 1:
Here is a cluster of 2 separate species, C4H8N in total at a distorted geometry from the Open Molecules 2025 dataset. Energies are from ωB97M-V with the def2-TZVPD basis set.

Geometry (Å):
C1 2.402 1.216 0.115
C2 1.751 0.082 0.117
C3 -1.770 0.283 0.492
C4 -2.287 -0.628 -0.350
N1 1.002 -0.929 -0.149
H1 2.624 1.867 1.057
H2 2.951 1.565 -0.841
H3 -1.626 1.291 0.148
H4 -1.730 0.176 1.565
H5 -2.511 -0.473 -1.353
H6 -2.318 -1.717 -0.127
H7 0.013 -0.875 -0.565
H8 1.500 -1.858 -0.110

Output
relative energy (zero: lowest compared OMol25 entry of this formula, charge and spin)	52.0	kcal/mol
orbital gap	0.33467	Ha
net charge	+1
E	-211.588176	hartree

---

Entry 2:
Here is a cluster of 8 separate species, H16O8 in total at a distorted geometry from the Open Molecules 2025 dataset. Energies are from ωB97M-V with the def2-TZVPD basis set.

Geometry (Å):
O1 0.469 1.351 -0.276
H1 0.880 0.490 -0.411
H2 -0.450 1.144 -0.075
O2 -5.121 0.413 0.784
H3 -4.383 0.860 1.215
H4 -4.871 -0.517 0.796
O3 3.349 4.130 -0.631
H5 2.779 4.901 -0.526
H6 3.217 3.629 0.182
O4 2.015 -2.104 -1.936
H7 2.056 -1.234 -2.348
H8 1.483 -2.627 -2.546
O5 1.924 -1.491 2.246
H9 0.994 -1.450 2.495
H10 2.169 -2.409 2.406
O6 0.888 0.214 2.175
H11 1.257 -0.062 1.328
H12 -0.024 0.445 1.969
O7 -3.288 1.857 -1.234
H13 -2.608 2.152 -1.850
H14 -3.011 0.968 -0.987
O8 -0.171 -3.329 -1.118
H15 0.782 -3.375 -1.255
H16 -0.336 -3.955 -0.404

Output
relative energy (zero: lowest compared OMol25 entry of this formula, charge and spin)	103.2	kcal/mol
orbital gap	0.39323	Ha
E	-611.418157	hartree

---

Entry 3:
Here is a cluster of 3 separate species, C58H46F5NO5S in total at a distorted geometry from the Open Molecules 2025 dataset. Energies are from ωB97M-V with the def2-TZVPD basis set.

Geometry (Å):
C1 0.224 1.780 4.960
C2 1.552 1.698 5.123
C3 2.416 0.583 4.589
C4 1.640 -0.493 3.856
C5 1.182 -1.525 4.652
C6 0.474 -2.590 4.124
C7 0.213 -2.610 2.758
C8 0.678 -1.598 1.918
C9 0.404 -1.695 0.428
C10 -1.115 -1.615 0.105
C11 1.077 -2.918 -0.237
C12 1.300 -2.621 -1.732
C13 1.789 -3.869 -2.468
C14 1.377 -0.503 2.478
C15 1.810 0.632 1.560
F1 0.705 1.117 0.882
F2 2.280 1.712 2.256
C16 2.900 0.265 0.565
C17 2.832 0.630 -0.771
C18 3.872 0.277 -1.617
C19 4.950 -0.447 -1.151
C20 5.016 -0.804 0.190
C21 6.202 -1.557 0.723
F3 5.942 -2.116 1.926
F4 7.261 -0.734 0.906
F5 6.591 -2.549 -0.101
C22 3.981 -0.456 1.041
S1 -0.778 -3.969 2.170
C23 -0.135 -5.260 3.192
C24 0.004 -6.548 2.702
C25 0.507 -7.543 3.528
C26 0.874 -7.223 4.828
C27 0.718 -5.939 5.314
O1 1.096 -5.640 6.605
C28 -0.010 -5.556 7.533
C29 -0.703 -6.899 7.730
C30 0.205 -4.933 4.495
N1 0.045 -3.621 4.986
H1 -0.245 1.499 4.022
H2 -0.424 2.099 5.767
H3 2.033 2.477 5.709
H4 3.259 0.965 4.016
H5 2.847 0.131 5.485
H6 1.388 -1.507 5.716
H7 0.836 -0.856 -0.098
H8 -1.689 -1.285 0.967
H9 -1.445 -2.607 -0.206
H10 -1.239 -0.961 -0.757
H11 2.058 -3.105 0.205
H12 0.431 -3.791 -0.213
H13 0.308 -2.405 -2.142
H14 1.966 -1.773 -1.878
H15 2.041 -3.634 -3.504
H16 0.967 -4.584 -2.528
H17 2.643 -4.332 -1.975
H18 1.984 1.188 -1.141
H19 3.852 0.557 -2.662
H20 5.747 -0.740 -1.821
H21 4.032 -0.750 2.081
H22 -0.287 -6.778 1.686
H23 0.632 -8.546 3.148
H24 1.281 -7.996 5.465
H25 -0.716 -4.822 7.139
H26 0.435 -5.204 8.459
H27 -0.014 -7.707 7.490
H28 -1.047 -7.035 8.753
H29 -1.548 -6.994 7.051
H30 0.572 -3.576 5.852
O2 3.378 5.506 -3.667
C31 2.728 4.872 -4.470
C32 3.012 4.961 -5.930
C33 4.053 5.770 -6.368
C34 4.353 5.838 -7.718
C35 3.616 5.098 -8.636
C36 2.568 4.302 -8.207
C37 2.258 4.234 -6.855
C38 1.115 3.384 -6.414
O3 0.429 2.793 -7.221
C39 0.845 3.278 -4.952
C40 -0.192 2.464 -4.513
C41 -0.439 2.330 -3.158
C42 0.350 3.007 -2.233
C43 1.377 3.830 -2.665
C44 1.626 3.972 -4.025
H31 4.623 6.338 -5.647
H32 5.166 6.466 -8.057
H33 3.860 5.145 -9.689
H34 1.987 3.727 -8.915
H35 -0.798 1.938 -5.238
H36 -1.246 1.693 -2.816
H37 0.160 2.893 -1.172
H38 1.992 4.362 -1.953
O4 -5.979 0.264 -1.817
C45 -6.046 1.444 -1.547
C46 -4.938 2.130 -0.822
C47 -3.807 1.404 -0.473
C48 -2.752 2.030 0.169
C49 -2.822 3.388 0.464
C50 -3.954 4.114 0.132
C51 -5.017 3.488 -0.506
C52 -6.233 4.283 -0.840
O5 -6.324 5.449 -0.520
C53 -7.332 3.603 -1.583
C54 -8.460 4.332 -1.937
C55 -9.478 3.726 -2.653
C56 -9.373 2.388 -3.020
C57 -8.256 1.654 -2.660
C58 -7.234 2.256 -1.937
H39 -3.754 0.349 -0.708
H40 -1.869 1.463 0.437
H41 -1.992 3.879 0.956
H42 -4.019 5.168 0.362
H43 -8.532 5.372 -1.651
H44 -10.354 4.296 -2.930
H45 -10.166 1.919 -3.587
H46 -8.168 0.613 -2.938

Output
relative energy (zero: lowest compared OMol25 entry of this formula, charge and spin)	0.0	kcal/mol
orbital gap	0.25285	Ha
E	-3566.307309	hartree

---

Entry 4:
Here is a structure of composition C10H23O6P2RuS2 at a distorted geometry from the Open Molecules 2025 dataset. Energies are from ωB97M-V with the def2-TZVPD basis set.

Geometry (Å):
Ru1 -0.083 -0.287 -0.922
C1 3.474 1.663 0.294
C2 2.392 1.803 -0.763
C3 2.758 2.853 -1.806
O1 2.154 0.574 -1.443
C4 1.076 2.233 -0.120
O2 1.011 3.162 0.649
O3 -0.016 1.567 -0.492
H1 4.437 1.458 -0.174
H2 3.241 0.847 0.983
H3 3.541 2.585 0.866
H4 3.710 2.594 -2.271
H5 2.835 3.835 -1.340
H6 1.993 2.883 -2.583
H7 2.600 -0.179 -1.019
C5 -3.188 1.237 -0.367
P1 -2.317 -0.281 -0.819
C6 -3.263 -1.009 -2.175
C7 -2.736 -1.420 0.553
C8 -1.902 -1.067 1.776
P2 -0.133 -0.844 1.332
C9 0.308 0.575 2.374
C10 0.748 -2.198 2.129
H8 -4.225 0.994 -0.134
H9 -3.155 1.958 -1.184
H10 -2.705 1.698 0.494
H11 -4.309 -1.107 -1.879
H12 -2.839 -1.988 -2.400
H13 -3.197 -0.393 -3.073
H14 -2.501 -2.420 0.194
H15 -3.805 -1.375 0.780
H16 -2.009 -1.822 2.557
H17 -2.221 -0.111 2.199
H18 -0.009 0.388 3.401
H19 -0.167 1.478 1.996
H20 1.386 0.738 2.364
H21 0.524 -2.142 3.195
H22 1.818 -2.095 1.959
H23 0.427 -3.147 1.712
O4 -0.300 -2.811 -0.461
S1 0.957 -2.783 -1.276
O5 1.434 -4.069 -1.672
O6 1.944 -1.934 -0.563
S2 0.309 -1.640 -2.869

Output
relative energy (zero: lowest compared OMol25 entry of this formula, charge and spin)	45.2	kcal/mol
orbital gap (spin up / spin down)	0.28233 / 0.26772	Ha
⟨S²⟩	0.7555
2S+1	2
E	-2420.317193	hartree